The following is a quantum chemistry calculation of C2H3O3Si as an isolated structure in a non-equilibrium geometry, from OMol25.

CARTESIAN COORDINATES (ANGSTROEM)
C1 0.5548 -0.9805 -1.5176
C2 -0.4843 -0.0148 -1.7063
O1 0.9478 -2.1261 -1.6018
O2 1.0087 0.2618 -1.5012
O3 -1.2246 0.0971 0.0242
Si1 -0.3904 0.6421 1.2386
H1 0.2050 1.9452 1.6372
H2 0.8878 -0.0992 1.2106
H3 -1.5048 0.2743 2.2162

## Properties
charge	-1
energy above the lowest of the compared OMol25 structures with the same formula, charge and spin	2.7142	eV
lowest unoccupied orbital energy	4.10	eV
E_tot	-593.14722	Ha